The following is a quantum chemistry calculation of an isolated ion of composition C5H13N2O and charge +1 at a distorted geometry, from OMol25.

Calculated values
Frontier orbital gap, eV: 10.82
LUMO, eV: -3.312
Energy, eV: -10417.516
Charge: +1
Max |F|, eV/A: 1.24

Each line ends with the natural charge from an NBO analysis.
CARTESIAN COORDINATES (ANGSTROEM)
C -2.132 1.252 1.100  -0.63
C -1.169 1.427 -0.064  -0.23
N 0.229 1.497 0.359  -0.57
C 1.081 0.476 0.307  0.66
O 2.249 0.550 0.677  -0.62
C 0.547 -0.909 -0.135  -0.16
C 0.362 -1.032 -1.649  -0.64
N 1.607 -1.838 0.328  -0.69
H -1.706 0.613 1.883  0.21
H -3.110 0.851 0.843  0.24
H -2.206 2.211 1.597  0.23
H -1.434 2.278 -0.673  0.23
H -1.254 0.605 -0.773  0.19
H 0.564 2.423 0.586  0.43
H -0.366 -1.115 0.423  0.25
H 0.676 -0.130 -2.167  0.25
H -0.636 -1.203 -2.012  0.26
H 0.951 -1.869 -2.020  0.22
H 1.315 -2.574 0.973  0.44
H 2.131 -2.272 -0.430  0.44
H 2.299 -1.241 0.847  0.48

Cartesian forces (eV/Å) of the 3 atoms listed first:
0.6 0.1 0.7
-0.3 -1.1 -0.4
-0.7 0.2 -0.7